[1]
Entry from OMol25: a 3-piece molecular cluster, C16H38BClO14P2S overall at a distorted geometry (ωB97M-V with the def2-TZVPD basis set).

Computed properties:
- E: -3251.8274 Eh
- 2S+1: 1
- Structure (SMILES): CCC[C@@H](C)[C@]1(B(O)O)OS(=O)(=O)O[C@@H]1CCCCl.COP(=O)(OC)OC.COP(=O)(OC)OC
- Charge: 0
- Kohn-Sham gap: 8.94 eV
- E_LUMO: -1.2 eV

Geometry as XYZ:
```
73
Properties=species:S:1:pos:R:3:lowdin_charge:R:1
C -3.34 4.83 -3.00 -0.094
C -2.41 4.78 -1.77 -0.224
C -0.91 4.82 -2.15 -0.144
C -0.06 3.73 -1.50 -0.264
C -0.71 2.33 -1.49 -0.036
C 1.36 3.63 -2.07 -0.226
B 2.31 2.63 -1.25 -0.560
O 2.67 2.98 0.03 0.191
O 2.80 1.48 -1.82 0.182
O 1.96 4.98 -1.78 -0.149
S 2.24 5.87 -3.04 0.586
O 3.64 6.00 -3.23 -0.215
O 1.46 7.06 -3.01 -0.219
O 1.62 4.89 -4.13 -0.163
C 1.58 3.55 -3.60 -0.247
C 0.81 2.54 -4.44 -0.106
C 0.53 2.96 -5.88 -0.240
C -0.45 4.14 -6.01 -0.586
Cl -1.55 3.93 -7.40 0.550
H -3.70 3.85 -3.30 0.071
H -2.82 5.30 -3.84 0.062
H -4.20 5.47 -2.80 0.066
H -2.63 5.67 -1.19 0.102
H -2.65 3.93 -1.14 0.096
H -0.52 5.78 -1.80 0.113
H -0.78 4.83 -3.23 0.089
H 0.09 4.02 -0.46 0.148
H -0.02 1.52 -1.78 0.073
H -1.56 2.25 -2.16 0.087
H -1.08 2.07 -0.50 0.080
H 2.02 2.71 0.68 0.120
H 2.19 0.73 -1.86 0.117
H 2.62 3.22 -3.68 0.151
H -0.13 2.22 -3.99 0.111
H 1.45 1.65 -4.49 0.127
H 1.44 3.14 -6.45 0.121
H 0.04 2.11 -6.36 0.093
H -1.08 4.22 -5.13 0.040
H 0.09 5.07 -6.16 0.072
C -1.09 -1.31 3.96 -0.081
O -1.60 -1.18 2.61 -0.236
P -0.62 -1.44 1.33 0.478
O -1.27 -0.66 0.28 -0.244
O -0.92 -3.04 1.35 -0.265
C -2.25 -3.53 1.40 -0.106
O 0.84 -1.73 0.72 -0.220
C 1.83 -2.49 1.46 -0.078
H -1.93 -1.14 4.63 0.089
H -0.68 -2.31 4.13 0.069
H -0.32 -0.56 4.16 0.088
H -2.96 -2.84 0.93 0.090
H -2.55 -3.69 2.44 0.077
H -2.28 -4.48 0.88 0.086
H 1.50 -3.52 1.60 0.069
H 2.03 -2.04 2.43 0.084
H 2.74 -2.48 0.87 0.088
C 0.35 -7.66 2.89 -0.095
O 1.18 -6.60 3.41 -0.236
P 0.61 -5.52 4.51 0.503
O 1.56 -4.43 4.19 -0.261
O 1.00 -6.38 5.82 -0.246
C 2.30 -6.98 5.90 -0.089
O -0.47 -4.62 5.30 -0.233
C -1.68 -5.17 5.86 -0.089
H 0.97 -8.26 2.23 0.090
H -0.01 -8.31 3.70 0.087
H -0.49 -7.27 2.33 0.081
H 3.03 -6.39 5.36 0.090
H 2.28 -8.00 5.52 0.085
H 2.55 -7.00 6.96 0.092
H -1.45 -5.87 6.66 0.084
H -2.28 -5.67 5.09 0.083
H -2.26 -4.34 6.26 0.088
```

[2]
Entry from OMol25: a 8-piece molecular cluster, C16H38BF19N4O6P2 overall at a distorted geometry (ωB97M-V with the def2-TZVPD basis set).

Computed properties:
- E: -3908.3339 Eh
- 2S+1: 1
- Charge: 0
- Kohn-Sham gap: 4.27 eV
- E_LUMO: -2.5 eV

Geometry as XYZ:
```
86
Properties=species:S:1:pos:R:3:lowdin_charge:R:1
C -4.58 -4.23 2.59 0.010
C -5.10 -3.13 1.70 -0.320
O -5.89 -2.29 2.14 0.146
N -4.63 -2.91 0.27 0.098
H -4.40 -3.72 -0.28 0.162
H -5.34 -2.48 -0.31 0.095
C -3.34 -2.13 0.10 0.015
H -3.52 -4.11 2.85 0.089
H -4.59 -5.20 2.10 0.085
H -5.09 -4.48 3.52 0.092
H -2.67 -2.59 0.84 0.069
H -3.34 -1.06 0.26 0.103
H -2.93 -2.48 -0.85 0.099
C 4.34 -0.35 -4.84 0.040
C 3.33 0.52 -4.01 -0.292
O 2.10 0.52 -4.01 0.151
N 3.95 1.60 -3.12 0.079
H 4.85 1.76 -3.56 0.157
H 3.41 2.45 -3.17 0.164
C 4.15 1.30 -1.63 0.054
H 3.83 -0.99 -5.56 0.100
H 5.10 -1.00 -4.41 0.099
H 4.84 0.40 -5.46 0.089
H 4.53 0.27 -1.58 0.110
H 3.17 1.37 -1.16 0.080
H 4.92 2.00 -1.30 0.106
C 2.40 -0.63 3.66 0.026
C 2.43 -2.00 3.00 -0.313
O 2.93 -3.04 3.44 0.135
N 2.21 -1.85 1.49 0.105
H 1.36 -2.37 1.31 0.113
H 2.00 -0.89 1.29 0.085
C 3.47 -2.38 0.73 0.059
H 2.99 0.09 3.10 0.058
H 2.56 -0.79 4.72 0.103
H 1.40 -0.20 3.70 0.096
H 4.21 -1.61 0.96 0.081
H 3.08 -2.30 -0.29 0.092
H 3.72 -3.38 1.08 0.102
C 2.00 3.65 1.82 0.038
C 1.55 4.52 0.65 -0.357
O 1.76 5.72 0.64 0.159
N 0.85 3.79 -0.46 0.106
H 1.49 3.77 -1.24 0.162
H 0.71 2.79 -0.43 0.106
C -0.54 4.44 -0.83 0.078
H 1.17 3.31 2.43 0.110
H 2.47 4.38 2.47 0.101
H 2.78 2.92 1.64 0.061
H -0.22 5.39 -1.27 0.098
H -1.03 4.48 0.15 0.107
H -1.19 3.85 -1.48 0.106
C -6.11 -0.02 -1.51 -0.394
O -5.73 1.11 -0.60 -0.120
O -6.54 -1.07 -0.70 -0.242
C -6.92 0.47 -2.74 -0.554
F -6.09 0.98 -3.66 0.105
F -7.63 -0.58 -3.18 0.141
F -7.69 1.57 -2.55 0.117
C -4.50 1.82 -0.87 -0.300
C -4.34 2.67 0.35 -0.079
H -4.74 3.67 0.15 0.072
H -4.85 2.22 1.21 0.089
H -3.25 2.69 0.43 0.042
H -4.58 2.39 -1.80 0.108
H -3.59 1.24 -0.96 0.091
H -5.13 -0.31 -1.90 0.116
P 5.52 1.41 2.19 0.294
F 6.98 1.96 2.80 -0.190
F 6.28 0.99 0.83 -0.182
F 5.57 -0.18 2.74 -0.177
F 4.04 1.30 1.43 -0.231
F 4.83 1.88 3.61 -0.163
F 5.51 2.88 1.50 -0.207
P -0.22 -4.57 0.02 0.216
F 0.14 -5.76 1.14 -0.182
F -0.07 -5.58 -1.23 -0.155
F -1.83 -4.88 0.29 -0.201
F -0.67 -3.49 -1.14 -0.184
F -0.37 -3.45 1.17 -0.177
F 1.35 -4.29 -0.11 -0.149
B 0.18 0.44 -0.08 -1.210
F 0.79 0.68 -1.37 0.063
F -0.81 1.35 0.24 0.147
F -0.44 -0.81 0.06 0.134
F 1.25 0.57 0.87 0.065
```

[3]
Entry from OMol25: a 3-piece molecular cluster, C16H38BN3O6 overall (ωB97M-V with the def2-TZVPD basis set).

Computed properties:
- E: -1273.0058 Eh
- 2S+1: 1
- Structure (SMILES): COCB(CCCO)OCCNC[C@H](C)O.CNC(C)=O.CNC(C)=O
- Charge: 0
- Kohn-Sham gap: 9.09 eV
- E_LUMO: 0.6 eV

Geometry as XYZ:
```
64
Properties=species:S:1:pos:R:3:nbo_charge:R:1
C -1.10 -2.36 3.86 -0.242
O -1.62 -1.05 3.94 -0.555
C -1.02 -0.09 3.05 -0.432
B -1.83 -0.03 1.67 1.072
C -1.65 -1.11 0.56 -0.809
C -0.39 -0.76 -0.28 -0.404
C -0.55 -1.20 -1.73 -0.054
O -0.86 -2.59 -1.80 -0.734
O -2.69 1.02 1.45 -0.718
C -3.56 1.47 2.48 -0.050
C -4.54 0.37 2.90 -0.258
N -5.75 0.98 3.41 -0.637
C -6.69 0.16 4.16 -0.227
C -6.67 -1.34 3.89 0.080
C -7.15 -1.68 2.48 -0.635
O -7.58 -1.96 4.81 -0.732
H -1.60 -2.96 3.10 0.165
H -1.25 -2.83 4.83 0.185
H -0.03 -2.34 3.65 0.167
H -1.01 0.86 3.58 0.191
H 0.03 -0.37 2.87 0.186
H -1.53 -2.11 0.98 0.229
H -2.54 -1.12 -0.09 0.209
H -0.19 0.31 -0.25 0.231
H 0.47 -1.26 0.16 0.201
H -1.34 -0.60 -2.20 0.154
H 0.37 -1.04 -2.29 0.191
H -1.81 -2.70 -1.80 0.464
H -2.98 1.80 3.35 0.175
H -4.11 2.33 2.10 0.181
H -4.08 -0.21 3.70 0.210
H -4.69 -0.28 2.03 0.170
H -6.22 1.53 2.70 0.360
H -7.71 0.49 3.93 0.197
H -6.56 0.32 5.24 0.184
H -5.67 -1.76 4.08 0.165
H -6.76 -2.64 2.14 0.214
H -6.87 -0.91 1.77 0.207
H -8.24 -1.75 2.51 0.223
H -7.09 -2.38 5.52 0.472
C 3.17 0.80 -3.23 -0.735
C 2.16 1.69 -2.55 0.687
O 1.35 1.27 -1.74 -0.655
N 2.19 3.02 -2.87 -0.617
C 3.08 3.69 -3.79 -0.412
H 3.02 -0.21 -2.87 0.238
H 3.03 0.82 -4.32 0.223
H 4.19 1.11 -3.02 0.267
H 1.49 3.56 -2.39 0.397
H 3.66 4.46 -3.28 0.193
H 2.53 4.16 -4.60 0.192
H 3.78 2.98 -4.22 0.220
C 8.36 1.27 -2.87 -0.722
C 7.41 0.49 -3.75 0.686
O 6.20 0.64 -3.67 -0.649
N 7.94 -0.40 -4.62 -0.611
C 9.33 -0.72 -4.83 -0.411
H 7.77 1.93 -2.24 0.246
H 8.95 0.61 -2.24 0.229
H 9.04 1.87 -3.47 0.227
H 7.25 -0.89 -5.17 0.402
H 9.63 -0.51 -5.86 0.199
H 9.54 -1.77 -4.63 0.200
H 9.96 -0.12 -4.18 0.211
```

[4]
Entry from OMol25: C16H38Cl4F12HfO6P2 as an isolated structure at a distorted geometry (ωB97M-V with the def2-TZVPD basis set).

Computed properties:
- E: -4852.7302 Eh
- 2S+1: 1
- Charge: +2
- Kohn-Sham gap: 1.19 eV
- E_LUMO: -12.8 eV

Geometry as XYZ:
```
79
Properties=species:S:1:pos:R:3:lowdin_charge:R:1
Hf -1.84 -0.15 -3.78 1.907
P 1.58 -2.32 0.82 0.147
F 0.71 -1.61 -0.43 -0.233
F 1.75 -0.86 1.53 -0.150
F 0.22 -2.42 1.67 -0.119
F 2.35 -2.95 1.97 -0.099
F 1.27 -3.81 0.15 -0.170
F 3.00 -2.19 -0.03 -0.181
P -5.08 -1.85 -0.38 0.080
F -3.83 -0.83 -0.43 -0.195
F -5.04 -1.68 1.18 -0.111
F -6.15 -0.61 -0.50 -0.160
F -6.19 -3.01 -0.39 -0.113
F -4.93 -1.90 -1.97 -0.198
F -3.86 -2.89 -0.26 -0.134
Cl 9.01 -2.18 4.15 0.701
C 7.75 -1.86 2.98 -0.645
C 8.20 -0.70 2.09 -0.562
Cl 8.00 0.83 3.12 0.604
H 6.93 -1.61 3.65 0.066
H 7.57 -2.82 2.49 0.090
H 7.59 -0.66 1.19 0.084
H 9.21 -0.83 1.70 0.081
Cl -0.55 -9.98 5.04 0.688
C -0.11 -8.35 5.61 -0.577
C -0.18 -7.31 4.45 -0.559
Cl -1.55 -7.68 3.35 0.696
H 0.82 -8.40 6.19 0.091
H -0.82 -7.99 6.35 0.093
H 0.76 -7.42 3.90 0.090
H -0.14 -6.30 4.86 0.093
C 1.39 7.44 1.77 -0.075
O 0.09 6.96 1.95 -0.116
C -0.54 7.10 3.19 -0.172
C -0.38 5.93 4.19 -0.098
O -1.07 4.78 3.63 -0.084
C -0.97 3.57 4.32 -0.046
H 2.11 7.16 2.54 0.099
H 1.56 8.52 1.65 0.105
H 1.73 6.98 0.84 0.098
H -1.60 7.28 2.98 0.137
H -0.27 8.07 3.62 0.139
H -0.61 6.10 5.24 0.152
H 0.69 5.70 4.20 0.135
H -1.13 3.87 5.36 0.109
H -0.02 3.04 4.31 0.119
H -1.73 2.87 3.97 0.114
C -5.61 2.31 -4.22 -0.083
O -4.37 2.30 -3.46 -0.270
C -4.24 3.63 -2.77 -0.120
C -3.06 3.69 -1.70 -0.203
O -1.98 2.85 -2.02 -0.230
C -0.82 3.39 -1.42 -0.113
H -6.43 2.28 -3.51 0.098
H -5.65 1.44 -4.88 0.089
H -5.75 3.25 -4.75 0.091
H -5.12 4.01 -2.26 0.128
H -4.06 4.41 -3.51 0.117
H -3.59 3.50 -0.76 0.130
H -2.84 4.75 -1.57 0.128
H -0.89 3.77 -0.40 0.093
H -0.46 4.32 -1.85 0.093
H 0.04 2.72 -1.46 0.091
C -0.95 -4.53 -3.97 -0.070
O -0.16 -3.32 -4.22 -0.247
C 1.13 -3.78 -4.69 -0.182
C 2.08 -2.64 -5.16 -0.148
O 1.50 -1.40 -4.65 -0.262
C 2.57 -0.44 -4.73 -0.097
H -1.98 -4.38 -3.67 0.086
H -0.41 -5.03 -3.16 0.098
H -1.11 -5.24 -4.79 0.093
H 1.06 -4.51 -5.49 0.122
H 1.64 -4.39 -3.94 0.126
H 2.25 -2.64 -6.24 0.130
H 3.00 -2.85 -4.61 0.123
H 2.82 -0.22 -5.76 0.095
H 3.48 -0.78 -4.21 0.095
H 2.25 0.46 -4.21 0.079
```

- E_LUMO of number 3 (C16H38BN3O6)?
  0.6 eV

- Which value of 2S+1 does entry 2 give?
  1